# 1
Here is a cluster of 3 separate species, C29H43Cl5N2O5P2S in total from the OMol25 dataset. Energies are from ωB97M-V/def2-TZVPD.

- gap between HOMO and LUMO (eV) = 9.11

```
87
Properties=species:S:1:pos:R:3:mulliken_charge:R:1
C 0.44 -5.75 1.48 -0.74
O 0.55 -4.69 2.41 -0.36
C 1.83 -4.12 2.53 -0.93
C 1.74 -2.59 2.48 -0.85
C 1.05 -2.19 1.17 -1.52
C 1.59 -0.90 0.48 0.74
P 3.09 -1.57 -0.39 0.15
S 2.75 -2.72 -1.94 -0.41
N 2.12 0.02 1.52 0.07
C 1.24 1.07 1.73 -1.63
O 1.48 2.01 2.45 -0.59
C -0.02 0.87 0.87 1.88
C -0.55 2.26 0.46 -1.88
P -1.31 3.36 1.71 1.20
O -0.85 4.73 1.46 -0.83
O -2.91 3.27 1.54 -0.64
O -1.03 2.88 3.20 -0.50
C -1.12 0.18 1.70 -0.45
C -0.86 -0.32 2.97 0.09
C -1.89 -0.92 3.66 -1.59
C -3.13 -1.00 3.05 -0.08
N -3.41 -0.51 1.85 -0.58
C -2.41 0.08 1.20 0.08
C 0.58 -0.01 -0.31 3.00
C -0.44 -0.99 -0.96 -2.49
C -1.46 -0.38 -1.94 -1.30
C -2.67 -1.30 -2.11 -0.56
Cl -2.83 -1.86 -3.82 -0.22
C 1.10 0.82 -1.53 -1.33
C 2.47 1.50 -1.49 -0.09
C 2.81 2.45 -0.53 -0.93
C 4.03 3.08 -0.48 -1.15
C 5.00 2.77 -1.41 -0.94
C 4.69 1.84 -2.38 -0.72
C 3.46 1.22 -2.46 2.46
C 3.28 0.27 -3.62 -2.08
H -0.59 -5.74 1.10 0.23
H 1.10 -5.62 0.63 0.34
H 0.59 -6.72 1.95 0.28
H 2.34 -4.45 3.44 0.44
H 2.49 -4.44 1.70 0.40
H 2.76 -2.23 2.56 0.44
H 1.14 -2.30 3.33 0.26
H -0.02 -2.17 1.34 0.33
H 1.21 -3.01 0.46 0.77
H 3.67 -2.33 0.63 0.15
H 3.99 -0.51 -0.59 0.14
H 3.09 0.30 1.48 0.55
H -1.31 2.14 -0.32 0.73
H 0.21 2.89 0.01 0.27
H -3.17 2.80 0.74 0.38
H -1.80 3.04 3.75 0.34
H 0.12 -0.26 3.43 0.81
H -1.74 -1.34 4.65 0.43
H -3.94 -1.51 3.57 0.40
H -2.66 0.48 0.22 0.49
H 0.10 -1.75 -1.52 0.61
H -1.01 -1.51 -0.20 0.95
H -0.98 -0.32 -2.91 0.85
H -1.76 0.64 -1.69 0.35
H -3.62 -0.84 -1.84 0.35
H -2.53 -2.22 -1.55 0.32
H 1.14 0.13 -2.37 0.35
H 0.36 1.59 -1.75 0.78
H 2.10 2.73 0.23 0.13
H 4.24 3.80 0.30 0.50
H 5.97 3.23 -1.42 0.38
H 5.45 1.58 -3.12 0.51
H 2.25 0.11 -3.92 0.36
H 3.79 -0.68 -3.45 0.31
H 3.78 0.72 -4.48 0.58
Cl -5.85 -3.44 2.39 -0.15
C -7.37 -2.54 2.64 -0.45
C -7.13 -1.09 2.96 -0.38
Cl -6.37 -0.87 4.56 -0.19
H -7.92 -3.04 3.43 0.31
H -7.94 -2.62 1.72 0.29
H -8.08 -0.56 2.98 0.36
H -6.48 -0.62 2.23 0.24
Cl 1.75 3.05 -3.68 0.10
C 1.78 3.76 -5.32 -0.59
C 1.37 5.21 -5.33 -0.47
Cl -0.35 5.42 -4.94 -0.19
H 1.12 3.16 -5.96 0.32
H 2.80 3.66 -5.69 0.30
H 1.53 5.63 -6.32 0.36
H 1.95 5.78 -4.61 0.32
```

# 2
Here is a cluster of 2 separate species, C5H13NO2 in total from the OMol25 dataset. Energies are from ωB97M-V/def2-TZVPD.

- energy relative to the best compared isomer or geometry (same formula, charge and spin) (eV) = 2.392
- gap between HOMO and LUMO (eV) = 8.97

```
21
Properties=species:S:1:pos:R:3:mulliken_charge:R:1
C 1.82 0.33 -1.38 -0.59
O 2.92 -0.26 -0.72 -0.52
C 0.75 1.02 -0.52 -0.25
C 0.31 0.39 0.77 -0.56
C 0.03 -1.08 0.63 -0.32
C -1.13 -1.70 0.50 -0.10
N -1.22 -3.09 0.23 -0.53
H 1.38 -0.40 -2.09 0.26
H 2.20 1.03 -2.15 0.36
H 2.60 -0.66 0.09 0.29
H 1.12 2.08 -0.39 0.33
H -0.11 1.32 -1.15 0.31
H -0.58 0.94 1.14 0.12
H 0.90 0.53 1.70 0.29
H 0.97 -1.62 0.46 0.10
H -2.10 -1.18 0.59 0.34
H -0.39 -3.45 -0.23 0.23
H -2.09 -3.30 -0.23 0.24
H -1.66 3.00 1.12 0.33
H -3.24 3.27 1.00 0.30
O -2.48 2.82 0.63 -0.63
```

# 3
Here is the molecule C4H7F from the OMol25 dataset. Energies are from ωB97M-V/def2-TZVPD.

- energy relative to the best compared isomer or geometry (same formula, charge and spin) (eV) = 2.011
- gap between HOMO and LUMO (eV) = 10.69

```
12
Properties=species:S:1:pos:R:3:mulliken_charge:R:1
C -1.92 -0.30 -0.18 -0.91
C -0.64 0.23 -0.28 0.10
C 0.45 -0.19 0.43 -0.08
C 1.81 0.35 0.11 -0.31
H -1.73 -1.42 0.15 0.22
H -2.70 0.17 0.66 0.21
H -2.41 -0.46 -1.12 0.32
H -0.13 1.13 -0.92 0.07
H 0.64 -1.17 1.11 0.20
H 2.31 0.98 0.98 0.23
H 1.71 1.30 -0.53 0.22
F 2.60 -0.63 -0.42 -0.27
```

# 4
Here is a structure of composition C5H5CaO3 from the OMol25 dataset. Energies are from ωB97M-V/def2-TZVPD.

- ⟨S²⟩ = 0.7634
- gap between HOMO and LUMO (alpha / beta) (eV) = 5.04 / 6.44
- spin multiplicity = 2

```
14
Properties=species:S:1:pos:R:3:mulliken_spin:R:1
O -0.76 1.58 -0.35 0.00
C -1.57 0.55 -0.52 0.12
O -2.22 0.09 0.66 0.00
Ca 1.16 1.41 0.14 0.12
H -2.31 0.73 -1.32 0.01
O 2.58 -1.53 0.38 0.07
C 1.49 -0.77 0.02 -0.32
C 0.37 -1.31 -0.40 1.11
C -1.01 -1.07 -0.74 -0.13
C -2.05 -1.31 0.37 0.04
H 3.24 -0.97 0.80 -0.01
H -1.30 -1.47 -1.72 0.01
H -2.99 -1.75 0.01 0.00
H -1.70 -1.84 1.27 -0.01
```

# 5
Here is a cluster of 2 separate species, C5H9N2 in total from the OMol25 dataset. Energies are from ωB97M-V/def2-TZVPD.

- energy relative to the best compared isomer or geometry (same formula, charge and spin) (eV) = 4.709
- gap between HOMO and LUMO (eV) = 9.17
- total charge = +1

```
16
Properties=species:S:1:pos:R:3:mulliken_charge:R:1
C -0.47 1.23 -0.90 0.01
C -0.48 -0.66 2.04 0.08
C 0.22 -0.02 1.14 -0.20
C 0.02 -1.40 3.16 -1.29
C -0.21 1.48 -3.00 -0.39
N -0.25 0.64 0.10 0.06
N 0.46 0.49 -3.44 -0.16
H -1.57 -0.74 1.96 0.29
H 1.28 -0.12 1.25 0.34
H 1.04 -1.67 3.31 0.37
H -0.20 -1.03 4.12 0.35
H -0.49 -2.45 3.36 0.30
H 0.33 2.34 -2.60 0.33
H -1.09 1.70 -3.42 0.39
H 1.45 0.43 -3.24 0.28
H -0.04 -0.23 -3.84 0.24
```

# 6
Here is a structure of composition C26H34NO2V from the OMol25 dataset. Energies are from ωB97M-V/def2-TZVPD.

- ⟨S²⟩ = 0.7964
- energy relative to the best compared isomer or geometry (same formula, charge and spin) (eV) = 2.330
- gap between HOMO and LUMO (alpha / beta) (eV) = 7.39 / 8.18
- spin multiplicity = 2
- total charge = +1

```
64
Properties=species:S:1:pos:R:3:mulliken_spin:R:1
C 1.91 0.06 0.79 -0.05
C 2.05 -0.70 -0.43 -0.03
C 1.91 0.20 -1.51 -0.01
H 2.39 -1.72 -0.51 0.00
C 1.51 1.48 -1.01 -0.02
C 1.58 1.41 0.41 -0.01
H 1.20 2.33 -1.60 0.00
C -1.38 -1.80 1.26 -0.02
C -0.16 -2.39 0.81 -0.05
C -0.16 -2.39 -0.62 -0.06
H 0.65 -2.76 1.43 0.00
C -1.34 -1.70 -1.07 0.05
C -2.14 -1.40 0.11 -0.10
H 2.11 0.00 -2.57 -0.01
H 1.50 2.27 1.07 0.00
H 2.10 -0.29 1.80 0.00
H -3.18 -1.06 0.09 0.00
H 0.46 -2.95 -1.33 0.00
H -1.69 -1.65 2.31 0.00
V -0.16 -0.05 -0.11 1.16
C -1.65 -1.36 -2.51 0.01
C -3.19 -1.34 -2.55 0.01
C -1.14 -2.48 -3.47 0.00
H -3.49 -2.35 -2.19 0.00
H -3.61 -1.21 -3.56 0.00
H -3.59 -0.61 -1.84 0.00
H -1.58 -3.46 -3.22 0.00
H -0.04 -2.57 -3.49 0.00
H -1.41 -2.21 -4.52 0.00
C -0.86 -0.08 -2.84 -0.02
C -1.68 1.22 -2.80 0.01
H -0.35 -0.22 -3.79 0.05
H 0.06 0.14 -2.22 0.02
O -2.13 1.48 -1.64 0.00
N -1.71 1.97 -4.00 0.00
C -0.47 2.83 -4.25 0.00
H -2.60 2.48 -4.10 0.00
C 0.80 2.06 -4.65 0.00
C 2.05 2.62 -4.35 0.00
H 2.09 3.58 -3.81 0.00
C 3.24 1.97 -4.69 0.00
H 4.20 2.44 -4.47 0.00
C 3.20 0.71 -5.29 0.00
H 4.12 0.20 -5.56 0.00
C 1.97 0.13 -5.59 0.00
H 1.90 -0.87 -6.03 0.00
C 0.78 0.84 -5.35 0.00
H -0.19 0.41 -5.63 0.00
H -0.26 3.45 -3.34 0.00
H -0.72 3.54 -5.09 0.00
C -0.39 1.18 3.19 0.01
C -1.32 1.73 2.11 0.01
C -2.81 1.45 2.35 0.00
C -1.16 3.23 1.96 0.00
O -1.01 1.13 0.86 0.05
H -0.71 1.61 4.14 0.00
H 0.65 1.49 2.98 0.00
H -0.44 0.08 3.26 0.00
H -3.12 1.92 3.29 0.00
H -3.35 1.86 1.48 0.00
H -3.00 0.38 2.40 0.00
H -0.13 3.46 1.69 0.00
H -1.83 3.57 1.16 0.00
H -1.41 3.71 2.91 0.00
```

# 7
Here is a structure of composition C47H52Cl2F6N3O6RuSb from the OMol25 dataset. Energies are from ωB97M-V/def2-TZVPD.

- ⟨S²⟩ = 6.0620
- energy relative to the best compared isomer or geometry (same formula, charge and spin) (eV) = 0.000
- gap between HOMO and LUMO (alpha / beta) (eV) = 5.92 / 4.91
- spin multiplicity = 5
- total charge = -2

```
118
Properties=species:S:1:pos:R:3:mulliken_spin:R:1
Ru 0.46 0.11 0.10 0.84
C -3.76 -3.39 2.19 -0.01
C -3.48 -1.94 1.76 0.02
C -4.77 -1.24 1.32 0.02
C -2.81 -1.11 2.84 -0.01
C -3.50 -0.99 4.03 -0.03
C -3.08 -0.14 5.04 0.04
C -2.00 0.68 4.78 -0.03
C -1.27 0.61 3.60 -0.02
C -0.19 1.65 3.42 0.02
C -0.87 3.02 3.25 0.00
C 0.78 1.71 4.61 0.01
C -1.60 -0.38 2.64 -0.07
N -0.75 -0.76 1.58 0.25
C -0.61 -2.08 1.43 0.22
C 0.04 -2.63 0.35 0.24
N 0.66 -1.86 -0.54 0.26
C 1.42 -2.51 -1.55 -0.04
C 2.31 -3.54 -1.15 -0.02
C 2.93 -4.32 -2.11 -0.02
C 2.73 -4.11 -3.46 0.03
C 1.94 -3.04 -3.85 -0.02
C 1.29 -2.24 -2.93 0.00
C 0.40 -1.15 -3.48 0.00
C 1.11 -0.29 -4.53 0.00
C -0.86 -1.78 -4.09 0.01
C 2.71 -3.78 0.30 0.11
C 2.34 -5.18 0.79 -0.01
C 4.21 -3.53 0.49 0.01
H -4.13 -3.96 1.34 0.00
H -4.51 -3.43 2.98 0.00
H -2.86 -3.87 2.56 0.00
H -2.85 -1.97 0.87 0.00
H -5.53 -1.25 2.12 0.00
H -5.19 -1.74 0.44 0.00
H -4.55 -0.21 1.07 -0.01
H -4.40 -1.58 4.18 0.00
H -3.60 -0.09 5.98 0.00
H -1.70 1.40 5.54 0.00
H 0.37 1.43 2.52 0.00
H -1.64 3.16 4.01 0.00
H -1.34 3.07 2.27 -0.01
H -0.14 3.83 3.34 0.00
H 0.31 2.15 5.49 0.00
H 1.65 2.32 4.35 0.00
H 1.15 0.71 4.87 0.00
H -1.00 -2.73 2.20 0.03
H -0.01 -3.70 0.19 0.03
H 3.59 -5.12 -1.80 0.00
H 3.20 -4.75 -4.20 0.00
H 1.81 -2.84 -4.90 0.00
H 0.10 -0.50 -2.67 0.01
H 1.27 -0.85 -5.46 0.00
H 2.08 0.05 -4.17 0.00
H 0.50 0.58 -4.76 0.00
H -0.60 -2.44 -4.92 0.00
H -1.52 -1.00 -4.47 0.00
H -1.40 -2.35 -3.34 0.00
H 2.19 -3.05 0.92 -0.08
H 2.89 -5.94 0.24 0.00
H 1.27 -5.38 0.66 0.00
H 2.57 -5.28 1.85 0.00
H 4.80 -4.28 -0.05 0.00
H 4.46 -3.59 1.55 0.00
H 4.48 -2.54 0.12 0.00
O -2.20 2.05 0.53 0.44
O -3.34 1.72 1.11 0.56
F 2.17 0.80 -1.47 -0.01
Sb 3.86 1.44 -2.23 0.00
F 3.58 3.22 -1.55 0.00
F 5.00 0.58 -0.97 0.00
F 5.47 2.11 -3.02 0.00
F 3.98 -0.20 -3.18 0.00
F 2.87 2.10 -3.73 0.00
Cl 1.91 -2.49 3.20 0.02
C 2.82 -1.02 3.35 0.10
C 3.59 -0.87 4.48 -0.06
C 4.32 0.29 4.68 0.14
C 4.28 1.29 3.71 -0.06
C 3.51 1.14 2.58 0.14
Cl 3.48 2.41 1.43 0.01
C 2.69 -0.02 2.32 -0.06
N 1.91 -0.15 1.26 0.96
H 3.59 -1.66 5.21 0.00
H 4.90 0.42 5.58 0.01
H 4.84 2.20 3.84 0.00
O -2.80 2.60 -1.52 0.01
C -3.51 1.71 -2.22 0.00
C -4.49 2.21 -3.09 0.00
C -5.33 1.36 -3.78 0.00
C -5.23 -0.02 -3.62 0.00
C -4.23 -0.52 -2.80 0.00
C -3.35 0.32 -2.12 -0.01
C -2.22 -0.34 -1.37 -0.01
O -2.27 -1.55 -1.15 0.03
O -1.22 0.44 -1.11 0.06
H -2.41 2.17 -0.68 -0.05
H -4.57 3.29 -3.19 0.00
H -6.09 1.78 -4.43 0.00
H -5.91 -0.68 -4.14 0.00
H -4.09 -1.58 -2.67 0.00
C 1.17 4.50 0.96 0.00
C 0.66 3.46 -0.01 -0.01
O 0.53 2.31 0.37 0.06
C 0.36 3.93 -1.38 0.00
C 0.08 3.02 -2.40 -0.01
C -0.16 3.46 -3.69 0.00
C -0.13 4.81 -3.99 0.00
C 0.14 5.73 -2.98 0.00
C 0.38 5.29 -1.69 0.00
H 1.48 4.01 1.88 0.00
H 0.38 5.21 1.19 0.00
H 2.02 5.02 0.53 0.00
H 0.04 1.97 -2.17 0.00
H -0.37 2.75 -4.48 0.00
H -0.30 5.15 -5.00 0.00
H 0.16 6.79 -3.20 0.00
H 0.57 6.03 -0.92 0.00
```

# 8
Here is a cluster of 2 separate species, C5H11FSi in total from the OMol25 dataset. Energies are from ωB97M-V/def2-TZVPD.

- energy relative to the best compared isomer or geometry (same formula, charge and spin) (eV) = 1.361
- gap between HOMO and LUMO (eV) = 9.33

```
18
Properties=species:S:1:pos:R:3:mulliken_charge:R:1
C 0.48 -3.16 0.86 -0.69
C 1.08 -2.08 0.56 0.02
C 0.36 2.37 -1.49 -1.08
C -1.21 1.91 0.98 -1.06
C 0.81 -1.03 -0.53 -1.04
F 1.64 1.86 0.90 -0.31
Si 0.33 1.39 0.05 0.65
H 0.71 -3.91 1.65 0.23
H -0.37 -3.56 0.31 0.23
H 1.85 -1.75 1.21 0.28
H 0.73 3.35 -1.59 0.38
H 0.89 1.78 -2.15 0.32
H -0.70 2.26 -1.97 0.30
H -1.92 2.20 0.24 0.33
H -1.73 1.32 1.67 0.38
H -0.92 2.92 1.22 0.30
H 0.02 -1.23 -1.20 0.43
H 1.70 -0.89 -1.12 0.32
```

# 9
Here is a structure of composition C19H46BaF9O13 from the OMol25 dataset. Energies are from ωB97M-V/def2-TZVPD.

- energy relative to the best compared isomer or geometry (same formula, charge and spin) (eV) = 0.000
- gap between HOMO and LUMO (eV) = 7.01
- total charge = -1

```
88
Properties=species:S:1:pos:R:3:mulliken_charge:R:1
Ba 2.76 -1.95 2.08 1.82
C 3.59 -1.08 -1.21 0.20
O 2.48 -1.93 -1.48 0.36
O 4.31 -1.72 -0.23 -1.00
C 4.33 -0.45 -2.41 0.52
F 5.31 -1.29 -2.83 -0.28
F 3.61 -0.07 -3.50 -0.25
F 4.91 0.72 -1.99 -0.28
C 2.43 -2.67 -2.70 -0.19
C 1.05 -3.30 -2.67 -0.86
H 0.75 -3.68 -3.65 0.38
H 1.08 -4.07 -1.90 0.06
H 0.27 -2.59 -2.41 0.08
H 3.23 -3.42 -2.68 0.31
H 2.48 -1.98 -3.55 0.20
H 3.14 -0.19 -0.73 -0.10
C 1.26 -5.08 1.28 0.21
O 0.81 -4.19 2.31 -0.11
O 2.39 -4.49 0.82 -0.92
C 1.35 -6.55 1.73 0.62
F 2.13 -6.70 2.85 -0.29
F 0.14 -7.07 2.07 -0.30
F 1.87 -7.31 0.76 -0.24
C -0.56 -4.21 2.71 -0.39
C -0.75 -3.06 3.71 -0.78
H -0.17 -3.26 4.61 0.30
H -0.21 -2.23 3.24 -0.11
H -1.78 -2.80 3.93 0.39
H -0.76 -5.17 3.18 0.31
H -1.24 -4.05 1.87 0.31
H 0.46 -5.16 0.53 0.10
C -0.43 -0.24 0.74 -0.67
O 0.15 0.45 -0.35 0.44
O 0.55 -0.46 1.63 -0.94
C -1.64 0.57 1.29 0.73
F -1.67 1.86 0.87 -0.21
F -2.79 0.05 0.78 -0.28
F -1.74 0.55 2.62 -0.15
C -0.54 0.49 -1.60 0.72
C 0.30 1.34 -2.54 -0.95
H -0.12 1.29 -3.54 0.48
H 0.32 2.40 -2.27 0.32
H 1.32 0.94 -2.56 -0.20
H -1.46 1.03 -1.37 -0.49
H -0.77 -0.50 -1.99 -0.06
H -0.89 -1.18 0.42 0.34
C -0.29 1.24 5.53 -0.42
O -1.04 0.58 6.54 -0.54
H -0.59 2.30 5.51 0.27
H 0.75 1.33 5.84 0.35
H -0.37 0.89 4.50 0.05
H -1.88 1.03 6.61 0.31
C -4.16 2.81 -1.15 -0.02
O -4.03 4.20 -0.95 -0.55
H -4.05 2.26 -0.21 0.00
H -5.08 2.53 -1.67 0.35
H -3.31 2.41 -1.71 -0.10
H -4.71 4.49 -0.33 0.30
C -5.21 1.05 2.96 -0.37
O -4.55 1.86 3.93 -0.56
H -5.57 1.76 2.20 0.16
H -4.50 0.35 2.53 0.11
H -6.13 0.58 3.30 0.33
H -3.77 2.23 3.51 0.31
C 3.48 2.61 -4.63 0.05
O 3.43 3.12 -5.97 -0.58
H 2.81 1.76 -4.59 0.01
H 4.49 2.23 -4.43 0.23
H 3.28 3.36 -3.87 -0.02
H 3.50 4.07 -5.96 0.30
C 2.77 4.45 -0.87 -0.34
O 3.30 4.83 0.39 -0.59
H 1.74 4.80 -0.94 0.28
H 3.32 4.76 -1.75 0.27
H 2.74 3.36 -0.95 0.03
H 2.85 4.30 1.06 0.31
C 0.45 3.23 2.50 -0.50
O 1.48 2.25 2.50 -0.60
H -0.31 2.90 3.21 0.06
H 0.84 4.15 2.95 0.42
H 0.09 3.45 1.50 0.16
H 1.09 1.38 2.25 0.33
C -4.36 -0.24 -4.17 -0.54
O -3.07 -0.64 -3.72 -0.39
H -5.07 -1.02 -3.90 0.26
H -4.57 0.75 -3.78 0.12
H -4.39 -0.15 -5.26 0.30
H -2.67 -1.20 -4.39 0.27
```

# 10
Here is a structure of composition C11H13AlClNO3S4 from the OMol25 dataset. Energies are from ωB97M-V/def2-TZVPD.

- energy relative to the best compared isomer or geometry (same formula, charge and spin) (eV) = 0.000
- gap between HOMO and LUMO (eV) = 7.42

```
34
Properties=species:S:1:pos:R:3:mulliken_charge:R:1
Al 0.28 0.17 0.16 0.49
S -3.83 -1.39 0.05 -0.28
C -2.30 -0.83 0.09 0.35
S -0.86 -1.83 0.21 -0.35
S -1.91 0.89 -0.03 -0.39
Cl 2.34 -1.44 5.29 -0.21
C 1.17 -0.49 4.44 -0.03
C 0.21 0.23 5.13 -0.17
C -0.70 0.96 4.39 -0.76
C -0.62 0.94 3.01 -0.18
N 0.31 0.24 2.35 0.02
C 1.19 -0.47 3.06 -0.37
H 0.19 0.22 6.21 0.44
H -1.47 1.54 4.87 0.39
H -1.33 1.49 2.40 0.41
H 1.90 -1.06 2.51 0.62
O 0.56 0.23 -1.74 -0.40
S -0.33 -0.59 -2.68 0.43
C 0.07 0.15 -4.30 -0.68
C 0.73 -0.94 -5.14 -0.56
C 1.57 -1.76 -4.17 -0.60
C 0.64 -2.08 -3.01 -0.65
H 0.76 0.96 -4.05 0.27
H -0.84 0.57 -4.73 0.39
H 1.33 -0.49 -5.94 0.33
H -0.03 -1.57 -5.61 0.30
H 2.43 -1.18 -3.82 0.26
H 1.96 -2.67 -4.63 0.39
H 1.13 -2.33 -2.07 0.35
H -0.07 -2.87 -3.25 0.41
O 2.22 -0.48 0.30 -0.49
C 2.55 0.73 0.28 0.19
O 1.63 1.60 0.25 -0.41
H 3.60 1.04 0.28 0.47
```

M per entry: 771.0; 119.2; 74.1; 153.2; 97.1; 443.5; 1162.7; 118.2; 790.9; 397.9 g/mol
E per entry: -136016.1114; -10979.4874; -6976.1818; -29842.6631; -8301.0228; -58779.0010; -116810.4007; -15957.7606; -72217.2860; -81716.0453 eV